88
Properties=species:S:1:pos:R:3 method="wB97M-V/def2-TZVPD" s_squared=6.093 spin_multiplicity=5 lumo_ev="-6.32 / -8.14" total_charge=+2 homo_energy_ev="-13.6 / -13.6"
C -4.404 -0.376 1.497
O 1.579 -0.268 -0.794
C 0.320 -4.517 3.777
H 0.259 -4.386 -3.637
H 3.929 2.147 3.146
H -3.117 5.499 0.675
C 4.978 0.026 -1.883
H 2.559 -1.399 5.101
H -0.335 2.525 4.938
C -2.475 5.066 1.432
H -2.369 -3.867 -3.543
C -0.824 3.979 3.405
C -0.608 -3.554 1.818
C -4.598 -0.972 0.303
C 2.556 0.945 2.009
H 2.683 -2.288 0.246
C -5.181 -3.401 -1.723
N -8.464 -3.725 -5.233
C 3.444 -1.712 -0.276
C -7.560 -3.457 -4.578
C -2.233 5.779 2.603
H -1.210 5.775 4.484
H -3.367 7.486 1.942
N -0.573 -2.362 -1.148
C 0.318 -3.024 -1.840
H -5.059 -3.872 -0.755
C 1.089 -3.378 3.921
H -1.271 -3.579 0.964
C 2.799 -0.526 -0.935
H 3.621 1.888 -3.001
C -2.232 3.115 -0.085
H 5.499 -0.023 -0.927
H -2.104 7.852 3.127
H 2.043 1.084 -2.918
H -1.330 2.924 -0.665
C -4.394 -1.887 -3.426
C 3.307 0.396 4.234
H -2.698 2.145 0.098
C -2.978 -0.452 1.753
O -0.521 1.248 1.063
H 0.403 -5.324 4.492
C 2.548 -0.763 4.226
C 1.777 -1.104 3.104
C 1.818 -0.206 2.066
H 5.160 -0.895 -2.436
H 4.188 -1.385 0.452
H 1.782 -3.297 4.744
H -2.456 -0.072 2.619
C -3.294 -1.416 -0.163
H -5.620 -1.735 -5.180
H -5.138 0.071 2.147
C -1.809 -2.612 -1.759
H -7.003 -4.443 -2.168
N -2.332 -1.048 0.785
C -1.079 3.265 2.204
C 0.066 3.441 4.500
N 3.547 0.264 -1.695
H -1.177 -5.478 2.551
H 1.074 3.228 4.142
Pd -0.190 -0.880 0.403
C -5.488 -2.200 -4.214
C 0.979 -2.344 2.997
C -1.404 5.219 3.574
N 0.139 -2.453 1.951
C -0.273 -3.758 -2.941
H 3.897 0.636 5.108
C -3.056 -2.145 -1.330
H 0.093 1.608 2.931
C -1.916 3.820 1.205
H -5.527 -1.109 -0.225
H -3.585 7.064 3.643
H 0.149 4.173 5.299
H 2.565 2.130 -1.596
H 2.535 1.597 1.144
C 2.905 1.410 -2.340
C -0.554 -4.609 2.704
C 3.325 1.248 3.133
C -1.595 -3.493 -2.895
H -3.665 -1.168 -3.779
H -2.912 3.720 -0.681
H 1.362 -3.000 -1.566
C -4.238 -2.484 -2.178
C -0.468 1.973 2.063
C -6.426 -3.123 -3.757
C -2.858 7.122 2.831
C -6.271 -3.726 -2.511
H 5.394 0.851 -2.452
H 3.954 -2.341 -1.006

93
Properties=species:S:1:pos:R:3 method="wB97M-V/def2-TZVPD" lumo_ev=-2.90 total_charge=+1 homo_energy_ev=-10.6
H 4.245 4.268 -2.549
C -3.738 0.182 -0.503
H 2.467 1.308 -0.788
C 1.456 1.566 -5.151
H -2.726 4.859 4.204
H 0.819 2.296 -2.145
N -0.107 0.708 4.179
Pt -0.061 0.217 -0.052
C -1.766 4.373 -1.526
H -1.139 2.338 -7.701
H 1.495 4.179 -3.583
C -0.857 -0.615 2.761
C -0.988 3.213 -1.488
C -1.981 2.716 1.065
H 5.295 2.973 -3.157
C -1.480 -1.768 2.094
C 2.533 -1.466 0.918
C 5.822 3.672 -1.187
C -4.923 1.324 -2.732
H -5.418 -1.146 -0.470
H 5.838 -0.766 0.817
H 4.241 -2.483 1.714
O 1.434 3.715 -6.996
C 0.578 4.239 -3.011
C 5.273 3.901 -2.586
C -1.381 5.445 -2.314
H -3.254 2.668 -2.757
H 2.409 4.418 1.041
C -0.943 1.621 -5.321
C -3.256 2.736 1.615
C -0.978 3.492 1.650
H -6.471 -0.136 -2.469
H 3.830 2.441 1.279
H -1.992 6.337 -2.341
C 0.192 3.168 -2.214
H 3.414 5.073 -0.241
H 2.418 1.893 -5.523
H 4.861 3.851 1.318
H 0.005 3.520 1.187
H -2.004 0.461 -3.853
C -0.214 5.375 -3.067
H 5.878 4.637 -3.114
H -5.382 1.770 -3.605
C -1.829 -2.878 0.142
C 1.361 0.713 -4.068
N 2.049 -0.434 0.229
O -0.504 3.052 -7.831
C 4.769 -0.667 0.684
P -1.534 1.814 -0.462
N -0.119 0.316 2.068
H 0.080 6.211 -3.687
H -3.268 -0.276 0.360
H 0.990 1.970 2.852
C 3.889 -1.618 1.170
C 0.111 0.340 -3.575
H 5.855 4.606 -0.624
C 3.048 4.145 0.198
H -4.056 2.166 1.161
C 0.303 2.029 -5.780
S -0.036 -0.742 -2.181
H 0.058 1.104 5.091
H 6.836 3.277 -1.240
H -1.853 1.990 -5.781
H -3.002 -4.683 0.315
C 2.899 0.496 -0.217
N 5.004 2.730 -0.417
C 0.345 1.123 2.998
C -3.721 1.830 -2.255
C -1.240 4.260 2.771
H -2.677 4.440 -0.941
H 1.813 -2.203 1.253
N -2.750 -3.765 2.146
C -3.517 3.497 2.751
C 0.477 3.000 -6.909
O 6.024 0.984 -1.441
H 2.255 0.355 -3.571
C -2.563 -3.839 0.834
N -1.289 -1.854 0.780
C 4.260 0.426 -0.007
H -2.358 -2.656 3.850
C 5.183 1.412 -0.671
C -1.039 0.778 -4.223
C -3.120 1.260 -1.136
H -4.514 3.505 3.170
H -0.460 4.876 3.201
C -2.514 4.256 3.331
C -4.943 -0.313 -0.973
H 2.436 3.639 -0.551
C 4.198 3.267 0.672
C -2.209 -2.728 2.779
C -5.535 0.255 -2.094
N -0.871 -0.390 4.050
H -1.675 -2.919 -0.931

88
Properties=species:S:1:pos:R:3 method="wB97M-V/def2-TZVPD" s_squared=3.791 spin_multiplicity=4 lumo_ev="-3.66 / -4.51" total_charge=+1 homo_energy_ev="-10.8 / -10.9"
H -1.909 0.788 -4.032
H -1.877 4.242 7.560
C -0.891 2.688 3.608
H 0.528 -1.384 3.664
C 2.301 -3.009 2.192
O 1.481 0.742 1.814
C -1.918 1.757 3.494
C 3.607 -0.501 -1.358
H 5.615 -4.420 0.830
H -3.121 5.100 6.661
C -3.008 1.754 4.361
C 1.340 0.507 3.107
H -0.356 -0.023 4.307
H 1.352 -2.650 2.553
H -3.798 1.026 4.234
H 4.171 -3.083 -0.638
H -1.416 5.502 6.417
Tc 0.075 -0.017 0.457
H 2.915 -1.728 -4.955
H -0.995 -0.523 -3.276
C 3.106 -1.383 -3.947
C 4.399 -0.058 -2.403
C 2.672 -2.751 0.877
C -1.961 -3.412 -1.489
C 2.560 -1.391 -1.612
H -2.420 -5.429 -2.098
H -0.594 5.846 0.384
C 0.340 -3.088 -0.778
H 4.762 -0.150 -4.517
C 0.817 4.207 0.588
C -0.247 5.144 1.147
H -3.894 2.717 6.045
H 1.219 3.601 1.408
H 1.656 5.562 -0.887
N -0.760 -0.490 2.260
C -0.567 1.426 -2.475
C -0.959 -2.559 -0.973
C -3.053 2.704 5.362
C -2.115 4.687 6.592
C -1.643 -4.772 -1.726
H 2.816 4.367 -0.291
H 3.800 -0.162 -0.344
O -3.236 0.060 2.050
C -3.507 -1.563 -1.484
H 0.173 5.735 1.961
H 1.620 -4.798 -0.822
C 1.985 5.013 -0.001
H 4.966 -4.837 3.179
H 2.042 2.005 -0.342
C 4.319 -4.257 2.533
C 2.308 -1.833 -2.903
H -2.270 2.702 -2.622
C -1.248 -1.192 -0.658
S -1.942 0.641 2.162
H 1.338 0.492 -2.157
H -4.492 -1.156 -1.677
C 0.287 3.238 -0.447
C -2.510 -0.722 -0.943
O 2.037 0.944 3.983
C -0.943 0.516 -3.609
P 1.526 -1.868 -0.213
H 2.356 5.734 0.729
C 4.145 -0.498 -3.699
C -0.390 -5.263 -1.479
H 1.491 -2.520 -3.095
C 3.121 -3.755 3.022
H -0.194 0.573 -4.402
C -0.911 3.407 -1.118
H -1.544 4.252 -0.879
C 3.869 -3.268 0.385
H -0.170 -6.308 -1.653
C 0.624 -4.408 -1.003
H -0.055 2.687 2.918
H -4.022 -3.526 -2.133
C -2.037 3.652 5.504
H -1.112 4.599 1.532
O -1.439 1.383 0.948
C 1.060 2.123 -0.790
C -0.958 3.625 4.621
C 0.639 1.222 -1.777
H 2.827 -3.946 4.046
C -3.249 -2.878 -1.737
H -2.768 0.311 -0.744
C -1.333 2.516 -2.111
H 5.212 0.630 -2.210
H -0.161 4.351 4.726
C 0.147 -0.400 3.421
C 4.686 -4.020 1.216

106
Properties=species:S:1:pos:R:3 method="wB97M-V/def2-TZVPD" lumo_ev=3.01 total_charge=-2 homo_energy_ev=-2.8
C -4.215 -0.074 2.957
N 2.276 -2.391 0.988
N 7.027 5.319 6.697
C 4.036 2.692 3.979
C 1.323 2.453 -2.155
H -5.238 0.269 2.897
C -1.757 -5.400 -5.080
C 1.318 -3.332 0.802
N 1.646 2.643 3.575
C 0.315 -6.915 -2.314
C 1.657 1.810 2.477
C -2.381 -2.099 -2.374
C 2.463 -6.490 -3.262
N 1.759 -4.621 0.861
H 0.707 -6.511 -5.652
C 0.786 -4.588 -3.180
H 3.838 -8.149 -3.272
H -0.009 -8.910 -1.576
C 4.968 4.293 5.513
Cl 2.416 -10.313 -2.099
N 2.007 -1.023 1.125
N 0.462 1.482 2.102
H 1.679 4.390 -2.999
H -0.022 3.407 4.734
H 1.515 -4.047 -7.053
H -2.342 -4.572 -4.678
H 2.741 -4.748 0.682
H 3.134 -2.696 1.415
H -2.336 -3.820 -7.139
C -3.383 0.037 1.844
C -0.628 -2.445 -5.365
N -2.096 -0.337 1.880
H -0.511 -6.961 -6.837
C 5.131 3.242 4.613
N -1.185 -1.640 -1.919
C 0.199 3.003 -1.396
O 1.136 0.208 -1.359
H 0.064 -1.635 -5.597
C 3.519 1.636 -3.676
H -2.450 -6.101 -5.553
C 1.192 -6.025 -2.931
C -2.410 -1.037 4.153
O -2.021 -3.432 0.614
N -0.902 -3.790 0.372
O -4.005 -1.192 6.422
C -1.540 -4.527 -7.379
C -3.931 0.613 0.516
C -1.647 -0.875 3.014
H 4.178 1.863 3.302
C 2.848 -7.799 -3.010
H -3.265 -2.107 -1.758
H 1.124 -5.283 0.433
C 3.092 2.966 -3.716
H -0.280 -4.476 -2.989
C 1.946 -8.659 -2.412
C 0.300 2.829 3.889
O -5.786 -0.360 5.312
H -1.284 -5.932 -4.260
H -0.603 -1.183 3.015
H 2.566 1.494 1.992
H -1.494 -2.336 -6.011
N 0.091 -2.882 0.657
H 6.119 2.849 4.414
C 2.754 3.190 4.225
H 1.259 -3.977 -2.405
H 3.557 5.600 6.466
H 0.818 -5.936 -7.330
Cl 3.951 4.111 -4.726
H 1.613 4.647 5.322
H -2.023 -5.414 -7.797
O -5.000 1.233 0.588
H -1.467 1.971 2.908
C -0.400 2.106 2.984
H -0.899 -4.088 -8.142
H -2.008 -1.471 5.059
N -1.086 -2.241 -4.010
H 1.184 -0.896 1.709
H 4.368 1.316 -4.265
C 0.681 -8.228 -2.055
C 2.595 4.241 5.128
H 0.043 4.089 -1.575
C 6.111 4.862 6.172
C 2.012 3.358 -2.968
C 1.190 -4.028 -4.558
O -3.234 0.385 -0.515
H 1.934 -4.691 -5.008
H 0.625 -1.423 -3.019
O -0.531 2.422 -0.624
H -0.664 -6.567 -2.013
C 3.692 4.784 5.769
O 0.938 -3.317 -6.805
C 0.152 -3.744 -5.667
O -0.643 -4.922 -0.082
C 2.855 0.740 -2.885
H 3.182 -5.820 -3.720
H 1.714 -3.079 -4.421
C -3.735 -0.613 4.144
Cl 3.400 -0.922 -2.845
C 1.713 1.071 -2.063
C -4.603 -0.736 5.419
C -0.744 -4.938 -6.133
H 1.781 -0.636 0.204
Na -1.140 0.288 -0.268
C 0.132 -6.143 -6.503
N -2.369 -2.488 -3.634
C -0.408 -1.732 -2.971